1.
This record from the OMol25 dataset describes a molecular structure, C52H58F6N2O2P2SbTi. The level of theory is wB97M-V/def2-TZVPD.

Values from the calculation:
* gap between HOMO and LUMO: 6.433 eV
* energy relative to the best compared isomer or geometry (same formula, charge and spin): 1.3 kcal/mol
* total energy: -4648.0272 hartree
* molecular weight: 1088.611 g mol⁻¹

The geometry in ORCA input format:
```
! RIJCOSX wB97M-V def2-TZVPD def2/J DEFGRID3
* xyz 1 1
Ti -0.74 0.47 -0.14
C -1.56 -1.58 -0.70
C -1.71 -1.73 0.72
C -2.71 -0.77 1.12
C -3.14 -0.11 -0.06
C -2.48 -0.65 -1.21
C -2.99 -0.60 -2.64
C -1.94 -1.12 -3.63
C -3.49 0.77 -3.09
C -4.19 -1.57 -2.64
C -3.43 -0.51 2.44
C -2.53 -0.64 3.67
C -4.64 -1.47 2.53
C -4.04 0.90 2.47
C -1.09 -2.96 1.42
C -2.17 -3.76 2.16
C 0.04 -2.60 2.38
C -0.55 -3.94 0.37
H -0.90 -2.17 -1.31
H -3.93 0.61 -0.11
H -1.01 -0.56 -3.60
H -2.35 -1.05 -4.64
H -1.71 -2.17 -3.45
H -2.68 1.45 -3.34
H -4.12 1.25 -2.33
H -4.10 0.65 -3.99
H -3.89 -2.56 -2.28
H -4.57 -1.68 -3.66
H -4.99 -1.20 -2.01
H -2.26 -1.66 3.90
H -3.06 -0.25 4.54
H -1.62 -0.05 3.56
H -4.37 -2.52 2.51
H -5.33 -1.29 1.70
H -5.17 -1.28 3.46
H -3.28 1.67 2.41
H -4.55 1.03 3.43
H -4.78 1.05 1.69
H -2.54 -3.28 3.05
H -1.72 -4.71 2.48
H -3.00 -4.00 1.50
H -0.32 -2.00 3.22
H 0.83 -2.05 1.87
H 0.48 -3.51 2.79
H -1.35 -4.30 -0.28
H -0.13 -4.81 0.89
H 0.25 -3.52 -0.24
C 4.38 -0.44 0.19
N 2.91 -0.49 0.09
P 1.97 0.71 0.83
C 2.59 0.76 2.53
C 3.83 1.32 2.85
C 4.30 1.27 4.16
C 3.53 0.67 5.15
C 2.29 0.14 4.84
C 1.82 0.18 3.54
C 2.61 2.23 0.04
C 2.67 3.48 0.67
C 3.11 4.59 -0.03
C 3.50 4.49 -1.36
C 3.46 3.25 -1.99
C 3.02 2.13 -1.29
P 2.08 -1.80 -0.62
C 3.04 -3.22 0.00
C 3.35 -4.31 -0.81
C 3.97 -5.43 -0.27
C 4.28 -5.47 1.09
C 3.97 -4.39 1.90
C 3.35 -3.27 1.36
C 2.48 -1.79 -2.40
C 1.59 -2.47 -3.22
C 1.76 -2.50 -4.60
C 2.84 -1.83 -5.17
C 3.73 -1.15 -4.36
C 3.56 -1.13 -2.98
H 4.77 0.50 -0.20
H 4.81 -1.27 -0.37
H 4.70 -0.55 1.23
H 4.42 1.80 2.09
H 5.26 1.70 4.40
H 3.90 0.64 6.17
H 1.68 -0.30 5.62
H 0.84 -0.20 3.31
H 2.39 3.58 1.70
H 3.16 5.55 0.47
H 3.84 5.36 -1.90
H 3.77 3.15 -3.02
H 3.02 1.17 -1.79
H 3.13 -4.28 -1.87
H 4.21 -6.27 -0.90
H 4.76 -6.35 1.50
H 4.22 -4.41 2.95
H 3.12 -2.43 2.01
H 0.74 -2.99 -2.78
H 1.06 -3.04 -5.22
H 2.98 -1.85 -6.24
H 4.57 -0.63 -4.80
H 4.27 -0.59 -2.38
O 1.15 1.17 -3.59
C 0.45 1.30 -2.63
O 0.35 0.42 -1.64
C -0.48 2.44 -2.41
C -0.48 3.51 -3.31
C -1.42 4.48 -3.16
C -2.37 4.36 -2.13
C -3.42 5.30 -1.99
C -4.36 5.15 -1.01
C -4.28 4.05 -0.13
C -3.27 3.14 -0.24
C -2.29 3.26 -1.24
N -1.31 2.30 -1.38
H 0.26 3.50 -4.10
H -1.47 5.32 -3.83
H -3.45 6.14 -2.67
H -5.16 5.87 -0.91
H -5.01 3.95 0.66
H -3.20 2.33 0.47
F -1.07 1.65 1.39
Sb -0.90 3.42 2.69
F 0.83 2.76 2.93
F -1.47 2.22 4.00
F -0.60 4.91 3.75
F -2.69 3.85 2.39
F -0.42 4.17 1.05
*
```


2.
This record from the OMol25 dataset describes 8 unconnected molecules or ions with the total composition C52H62FN11O4PS2 in a non-equilibrium geometry. The level of theory is wB97M-V/def2-TZVPD.

Values from the calculation:
* gap between HOMO and LUMO: 2.945 eV
* energy relative to the best compared isomer or geometry (same formula, charge and spin): 439.1 kcal/mol
* total energy: -4158.5873 hartree
* molecular weight: 1019.247 g mol⁻¹

The geometry in ORCA input format:
```
! RIJCOSX wB97M-V def2-TZVPD def2/J DEFGRID3
* xyz 1 1
N -0.90 -0.78 -3.70
C -1.88 0.36 -3.46
C -1.29 1.18 -2.13
C -1.86 0.56 -0.72
C -0.76 0.89 0.44
C -1.12 2.20 1.37
C -0.44 2.20 2.86
C -1.26 1.81 4.25
S -3.07 1.26 4.18
O -3.15 -0.15 3.55
O -3.99 2.28 3.46
F -3.71 1.12 5.80
C -0.54 1.87 5.70
N 0.88 2.30 5.78
N 1.53 2.59 4.64
P 3.25 3.12 4.92
O 3.50 4.81 4.45
O 4.42 2.03 4.23
S 3.63 3.11 6.87
C 1.14 2.62 3.19
C 2.08 3.02 1.90
C 3.04 1.83 1.33
C 2.60 0.30 1.72
C 3.97 -0.64 1.46
N 3.71 -1.85 0.59
C 4.82 -2.39 -0.30
C 4.29 -3.76 -1.11
C 2.74 -4.03 -0.65
C 2.51 -2.76 0.42
H 0.06 -0.39 -3.94
H -0.73 -1.28 -2.78
H -1.77 1.13 -4.36
H -3.00 0.00 -3.31
H -0.11 1.12 -2.23
H -1.60 2.33 -2.14
H -1.93 -0.63 -0.80
H -2.92 1.00 -0.52
H -0.53 -0.04 1.15
H 0.29 1.15 -0.08
H -0.80 3.21 0.84
H -2.31 2.26 1.46
H -1.11 1.62 6.72
H 2.69 5.12 3.94
H 4.61 1.26 4.84
H 2.79 3.96 2.10
H 1.39 3.35 0.99
H 3.00 1.90 0.14
H 4.16 2.09 1.62
H 2.32 0.12 2.84
H 1.80 -0.11 0.95
H 4.83 0.06 1.09
H 4.32 -1.06 2.52
H 5.91 -2.00 -0.45
H 4.88 -4.45 -1.85
H 1.97 -4.88 -0.92
H 1.56 -2.50 1.05
N -5.68 7.27 1.58
C -6.01 7.84 2.76
C -5.92 7.20 3.98
C -5.47 5.88 4.00
C -5.13 5.26 2.80
C -5.25 5.99 1.63
H -6.35 8.87 2.69
H -6.19 7.71 4.90
H -5.39 5.34 4.94
H -4.78 4.23 2.78
H -5.00 5.55 0.67
N -1.01 3.25 -5.80
C -1.76 4.29 -5.38
C -2.61 5.02 -6.21
C -2.68 4.66 -7.55
C -1.91 3.59 -8.01
C -1.10 2.93 -7.11
H -1.67 4.54 -4.33
H -3.19 5.84 -5.82
H -3.33 5.20 -8.23
H -1.95 3.29 -9.05
H -0.49 2.09 -7.42
N -0.44 -4.05 6.09
C -1.14 -3.17 5.34
C -0.92 -1.80 5.35
C 0.09 -1.31 6.17
C 0.83 -2.19 6.95
C 0.53 -3.54 6.87
H -1.92 -3.60 4.72
H -1.51 -1.14 4.73
H 0.30 -0.24 6.20
H 1.62 -1.84 7.60
H 1.08 -4.27 7.46
N 2.33 -5.98 7.72
C 1.81 -7.17 8.09
C 2.59 -8.26 8.46
C 3.97 -8.12 8.45
C 4.53 -6.90 8.07
C 3.67 -5.87 7.72
H 0.73 -7.24 8.08
H 2.12 -9.20 8.75
H 4.61 -8.95 8.73
H 5.60 -6.76 8.05
H 4.06 -4.90 7.42
N -3.18 7.44 -9.22
C -4.02 8.06 -10.08
C -3.60 8.93 -11.07
C -2.23 9.18 -11.19
C -1.35 8.56 -10.32
C -1.86 7.71 -9.36
H -5.07 7.83 -9.94
H -4.31 9.39 -11.74
H -1.86 9.86 -11.96
H -0.28 8.74 -10.38
H -1.21 7.19 -8.65
N -1.08 -5.43 -0.79
C -0.96 -6.52 0.00
C -1.35 -7.79 -0.39
C -1.89 -7.96 -1.66
C -2.02 -6.86 -2.50
C -1.60 -5.62 -2.02
H -0.54 -6.34 0.98
H -1.23 -8.63 0.29
H -2.20 -8.94 -2.00
H -2.43 -6.95 -3.49
H -1.68 -4.73 -2.64
N 3.95 -4.91 -3.98
C 2.98 -5.84 -3.87
C 2.70 -6.79 -4.84
C 3.46 -6.78 -6.01
C 4.47 -5.83 -6.16
C 4.67 -4.93 -5.13
H 2.41 -5.81 -2.95
H 1.91 -7.52 -4.70
H 3.27 -7.51 -6.79
H 5.08 -5.80 -7.05
H 5.45 -4.17 -5.19
*
```


3.
This record from the OMol25 dataset describes 8 unconnected molecules or ions with the total composition C52H62FN7O4S in a non-equilibrium geometry. The level of theory is wB97M-V/def2-TZVPD.

Values from the calculation:
* gap between HOMO and LUMO: 9.248 eV
* total energy: -3200.8754 hartree
* molecular weight: 900.178 g mol⁻¹
* SMILES: C=C[C@]1(C[C@@H](C)F)[C@@H](CCCCOC=O)OC(=O)[C@@H]1CCCS.c1ccncc1.c1ccncc1.c1ccncc1.c1ccncc1.c1ccncc1.c1ccncc1.c1ccncc1

The geometry in ORCA input format:
```
! RIJCOSX wB97M-V def2-TZVPD def2/J DEFGRID3
* xyz 0 1
C 4.74 -4.98 1.24
C 4.23 -3.89 0.62
C 3.20 -2.92 1.25
C 4.12 -1.92 1.96
C 3.47 -0.74 2.71
C 4.36 0.49 2.62
F 2.23 -0.41 2.17
C 2.19 -3.76 2.02
C 1.14 -3.10 2.93
C -0.08 -2.43 2.27
C -1.41 -2.84 2.92
C -1.49 -2.64 4.43
O -2.15 -1.39 4.76
C -1.42 -0.29 4.56
O -0.25 -0.17 4.80
O 1.50 -4.47 0.95
C 1.67 -3.81 -0.23
O 1.36 -4.27 -1.29
C 2.32 -2.47 0.07
C 2.97 -1.76 -1.13
C 2.55 -0.29 -1.15
C 1.13 -0.10 -1.71
S 0.28 1.27 -0.86
H 5.80 -5.22 1.18
H 4.08 -5.62 1.81
H 4.56 -3.70 -0.40
H 4.79 -2.47 2.61
H 4.76 -1.49 1.18
H 3.37 -1.01 3.76
H 4.27 0.90 1.61
H 5.40 0.24 2.83
H 4.04 1.27 3.31
H 2.61 -4.55 2.64
H 0.75 -3.91 3.55
H 1.62 -2.41 3.63
H -0.01 -1.35 2.31
H -0.17 -2.68 1.22
H -1.66 -3.87 2.63
H -2.17 -2.18 2.49
H -0.51 -2.68 4.91
H -2.11 -3.42 4.86
H -2.00 0.55 4.16
H 1.52 -1.79 0.37
H 2.71 -2.29 -2.05
H 4.06 -1.79 -1.03
H 2.61 0.10 -0.14
H 3.24 0.30 -1.76
H 1.16 0.14 -2.77
H 0.56 -1.01 -1.53
H 0.91 1.36 0.32
C 1.80 3.87 -4.85
C 1.82 4.12 -6.21
C 0.86 3.50 -7.00
N -0.07 2.67 -6.53
C -0.07 2.44 -5.22
C 0.84 3.01 -4.34
H 2.53 4.33 -4.20
H 2.54 4.79 -6.65
H 0.83 3.68 -8.07
H -0.83 1.76 -4.86
H 0.80 2.78 -3.28
C -2.56 5.94 -2.40
C -1.70 5.05 -1.78
C -2.10 3.73 -1.63
N -3.29 3.27 -2.04
C -4.11 4.14 -2.63
C -3.79 5.47 -2.84
H -2.28 6.97 -2.55
H -0.73 5.37 -1.43
H -1.45 3.01 -1.15
H -5.06 3.73 -2.96
H -4.50 6.13 -3.33
C -10.02 3.22 -3.98
C -9.21 2.59 -4.91
C -7.86 2.47 -4.64
N -7.29 2.92 -3.52
C -8.08 3.52 -2.64
C -9.44 3.70 -2.82
H -11.08 3.33 -4.16
H -9.62 2.20 -5.84
H -7.19 1.98 -5.34
H -7.58 3.89 -1.74
H -10.03 4.19 -2.06
C 3.23 -8.99 4.90
C 2.04 -8.34 4.62
C 2.08 -6.99 4.32
N 3.20 -6.28 4.29
C 4.34 -6.91 4.56
C 4.41 -8.26 4.87
H 3.24 -10.05 5.14
H 1.09 -8.86 4.63
H 1.16 -6.45 4.09
H 5.24 -6.30 4.52
H 5.36 -8.73 5.08
C -4.19 -7.79 4.66
C -3.70 -8.85 3.92
C -2.34 -8.93 3.69
N -1.47 -8.02 4.13
C -1.95 -7.00 4.84
C -3.30 -6.84 5.13
H -5.25 -7.70 4.86
H -4.36 -9.61 3.53
H -1.91 -9.75 3.12
H -1.22 -6.28 5.19
H -3.63 -5.99 5.71
C 0.73 4.68 3.85
C 1.37 5.32 2.80
C 1.15 4.85 1.51
N 0.36 3.82 1.22
C -0.25 3.22 2.24
C -0.10 3.61 3.57
H 0.88 5.01 4.87
H 2.03 6.16 2.97
H 1.64 5.33 0.66
H -0.88 2.38 1.98
H -0.62 3.08 4.35
C 1.80 9.92 -7.71
C 0.86 9.04 -8.20
C 0.78 7.78 -7.63
N 1.57 7.37 -6.64
C 2.47 8.23 -6.18
C 2.63 9.52 -6.68
H 1.89 10.92 -8.13
H 0.19 9.31 -9.00
H 0.05 7.05 -7.98
H 3.11 7.87 -5.38
H 3.38 10.18 -6.27
*
```


Question: What is the gap between HOMO and LUMO in the first record?
Answer: 6.433 eV